1:
Below is a 2-piece molecular cluster, C3H9S3 overall, with properties calculated with ωB97M-V/def2-TZVPD.

Last column: Löwdin charge in e.
Positions of all 15 atoms, in Å:
S1 0.4350 1.7364 -1.5715  0.11
S2 2.0208 -0.5820 0.3095  0.20
S3 -0.8601 2.2876 -0.0691  0.32
C1 -1.4801 0.2231 1.7073  -0.20
C2 -1.8046 0.7845 0.3442  -0.64
C3 2.2292 -1.5411 -1.2241  -0.66
H1 -2.8582 1.0551 0.3070  0.05
H2 -0.4650 -0.1559 1.7358  0.01
H3 3.0398 -2.2667 -1.1527  -0.02
H4 -1.6166 0.9981 2.4609  0.06
H5 1.3237 -2.0690 -1.5007  -0.01
H6 2.4696 -0.8676 -2.0468  -0.01
H7 -1.6074 0.0809 -0.4426  0.04
H8 -2.1826 -0.5777 1.9277  0.06
H9 1.3564 0.8942 -0.7850  -0.30

Results
Charge ... -1
Frontier orbital gap ... 6.4 eV
LUMO energy ... 3.4109 eV
Highest occupied orbital energy ... -2.98 eV

***

2:
Below is a 2-piece molecular cluster, C3H9S3 overall, with properties calculated with ωB97M-V/def2-TZVPD.

Last column: Löwdin charge in e.
Positions of all 15 atoms, in Å:
S1 2.2694 -2.1557 -0.4430  0.08
S2 -0.6172 0.1919 -0.4344  0.40
S3 -2.3057 0.5454 0.7689  0.39
C1 3.1281 -0.7087 0.2656  -0.72
C2 -2.2341 2.3560 0.5489  -0.54
C3 -0.7948 -1.5926 -0.8145  -0.55
H1 3.5859 -1.0615 1.1997  -0.03
H2 -0.4222 -2.2135 -0.0287  -0.04
H3 -3.2993 2.6598 0.5670  0.01
H4 -1.7054 2.9218 1.3481  0.03
H5 -0.2625 -1.7829 -1.7669  0.01
H6 3.9604 -0.3606 -0.3884  -0.01
H7 2.4590 0.1252 0.4823  -0.04
H8 -1.8390 2.6568 -0.4122  0.00
H9 -1.9228 -1.5815 -0.8925  0.00

Results
Charge ... -1
Frontier orbital gap ... 5.2 eV
LUMO energy ... 2.9205 eV
Highest occupied orbital energy ... -2.25 eV

***

Which is most stable, and by how much? 1, by 0.0402 hartree.